99
Properties=species:S:1:pos:R:3:lowdin_spin:R:1 method="wB97M-V/def2-TZVPD" homo_lumo_gap_ev="6.469 / 6.452" e_lumo_ev="-2.01 / -3.92" max_force_ev_per_a=0.6 de_lowest_kcal_mol=6.48 total_charge=+1 spin_multiplicity=6 total_energy_ev=-89818.235 e_homo_ev="-8.5 / -10.4"
Ir -0.7336 -0.6461 0.1816 2.77
N -1.4149 1.2089 1.3623 0.16
C -1.9658 2.2144 0.4398 0.01
C -2.1062 3.6055 1.0771 0.01
C -0.8401 4.2064 1.7179 0.00
C -0.1459 5.2899 0.8897 0.00
N 0.4186 4.7889 -0.3623 0.00
C 1.4975 4.0141 -0.4303 0.00
N 1.6989 3.2976 -1.5380 0.00
N 2.3701 3.9614 0.5773 0.00
C -1.1099 2.1796 -0.8337 0.01
O -1.2125 3.0764 -1.6714 0.01
O -0.2884 1.2030 -0.9316 0.12
H -2.0451 1.0116 2.1318 0.00
H -0.5003 1.4973 1.7121 0.01
H -2.9668 1.8831 0.1453 0.00
H -2.8744 3.5162 1.8476 0.00
H -2.5165 4.2803 0.3230 0.00
H -0.1062 3.4280 1.9543 0.00
H -1.1024 4.6548 2.6782 0.00
H 0.6294 5.7885 1.4734 0.00
H -0.8512 6.0719 0.6116 0.00
H -0.2706 4.5816 -1.0877 0.00
H 0.8678 3.0583 -2.0760 0.00
H 2.4481 2.6268 -1.5618 0.00
H 2.3076 4.6014 1.3474 0.00
H 3.1499 3.3249 0.5557 0.00
S -5.4289 -0.2874 0.4633 0.06
C -3.9128 -0.7840 0.6791 0.04
N -2.7987 -1.1353 0.8577 0.13
C -0.5339 -4.1510 0.0408 0.02
C -0.1099 -3.5456 1.3607 0.11
C -0.7394 -4.2514 2.5395 0.02
C 0.0806 -2.0643 1.4448 0.31
C 1.3318 -2.9993 1.4712 0.11
C 2.0417 -3.0069 2.7621 0.20
C 3.3970 -2.9135 2.8387 0.02
C 4.1979 -2.8719 1.6783 0.29
C 3.5755 -3.0089 0.4230 0.01
C 2.2212 -3.1004 0.3066 0.22
H -1.6241 -4.2216 0.0120 0.00
H -0.1229 -5.1548 -0.0838 0.00
H -0.2122 -3.5505 -0.8101 0.01
H -1.8269 -4.2004 2.4535 0.00
H -0.4639 -3.8070 3.4936 0.00
H -0.4508 -5.3046 2.5597 0.00
H -0.0753 -1.6867 2.4586 0.03
H 1.4611 -3.0574 3.6743 0.01
H 3.8696 -2.8965 3.8137 0.00
H 5.2753 -2.8206 1.7568 0.02
H 4.1848 -3.0767 -0.4714 -0.01
H 1.7924 -3.2593 -0.6688 0.01
S 3.7126 0.0252 -2.4617 0.00
C 2.3239 -0.1455 -1.4442 0.01
N 1.4627 -1.0349 -1.7883 0.06
C 1.8666 -1.6768 -2.9553 0.00
C 1.1773 -2.7129 -3.5889 0.00
C 1.7030 -3.2505 -4.7446 0.00
C 2.9078 -2.7744 -5.2773 0.00
C 3.6080 -1.7595 -4.6586 0.00
C 3.0764 -1.2182 -3.4907 0.00
H 2.2359 0.4468 -0.5409 0.00
H 0.2527 -3.0923 -3.1716 0.00
H 1.1814 -4.0539 -5.2470 0.00
H 3.2980 -3.2130 -6.1855 0.00
H 4.5423 -1.4004 -5.0683 0.00
C -4.7385 -0.1890 -3.6112 0.00
C -3.5436 -1.1008 -3.3552 0.01
C -4.0354 -2.4703 -2.8765 0.00
C -2.6986 -1.2365 -4.6173 0.00
N -2.7413 -0.3986 -2.3267 0.01
N -1.6143 -1.1395 -1.8657 0.14
H -5.3539 -0.5951 -4.4140 0.00
H -4.4003 0.8072 -3.8983 0.00
H -5.3571 -0.1053 -2.7160 0.00
H -4.7068 -2.9030 -3.6189 0.00
H -4.5840 -2.3775 -1.9366 0.00
H -3.2246 -3.1938 -2.7437 0.00
H -3.2961 -1.6593 -5.4253 0.00
H -1.8423 -1.9007 -4.4664 0.00
H -2.3271 -0.2602 -4.9311 0.00
H -3.3352 -0.2182 -1.5242 0.00
H -0.8286 -0.9358 -2.4765 0.00
H -1.7916 -2.1445 -1.8757 0.01
C 5.5133 2.1755 1.0223 0.00
C 5.2292 0.9438 1.8769 0.00
C 3.8012 0.8691 2.3269 0.00
N 2.7932 1.0293 1.5418 0.00
N 1.5789 0.8520 2.1579 0.02
C 1.7032 0.5753 3.4216 0.00
N 0.6398 0.3834 4.2620 0.00
S 3.3430 0.5203 3.9621 0.00
H 6.5576 2.2011 0.7162 0.00
H 5.3015 3.0943 1.5732 0.00
H 4.9068 2.1543 0.1141 0.00
H 5.8847 0.9218 2.7479 0.00
H 5.4395 0.0360 1.3061 0.00
H -0.2056 0.0641 3.8141 0.00
H 0.8244 -0.0781 5.1375 0.00



25
Properties=species:S:1:pos:R:3:nbo_charge:R:1 method="wB97M-V/def2-TZVPD" homo_lumo_gap_ev=9.372 smiles="Cc1ccc(O)cc1.CC(N)=O" e_lumo_ev=0.71 max_force_ev_per_a=1.4 de_lowest_kcal_mol=8.16 total_energy_ev=-15129.278 e_homo_ev=-8.7
C -2.6971 -0.2512 -3.7118 -0.72
C -2.5879 -1.6923 -3.2987 0.67
O -2.2409 -2.5531 -4.0800 -0.62
N -2.9464 -1.9889 -2.0273 -0.82
H -1.8657 0.0482 -4.3564 0.24
H -2.6472 0.4630 -2.8925 0.21
H -2.9795 -2.9679 -1.7871 0.40
H -3.0747 -1.3525 -1.2665 0.39
H -3.5847 -0.1399 -4.3419 0.24
C 2.0821 1.4634 4.0055 -0.62
C 1.0720 0.0247 0.1093 0.29
C 2.1236 0.9164 0.2381 -0.28
C 0.2324 -0.2644 1.1761 -0.27
C 2.4409 1.4008 1.5029 -0.19
C 0.5651 0.2491 2.4194 -0.18
C 1.7000 1.0325 2.6120 -0.05
O 0.8254 -0.5821 -1.1062 -0.69
H 1.6671 -0.8271 -1.5131 0.48
H 2.7250 1.1775 -0.6224 0.21
H -0.5009 -1.0062 0.9792 0.22
H 3.2700 2.0847 1.6391 0.21
H -0.1026 0.0976 3.2518 0.21
H 2.2748 2.5370 3.9943 0.22
H 2.9484 0.9023 4.3596 0.22
H 1.3008 1.2283 4.7164 0.21



12
Properties=species:S:1:pos:R:3:nbo_charge:R:1 method="wB97M-V/def2-TZVPD" homo_lumo_gap_ev=11.058 smiles=CC1(Cl)CC1 e_lumo_ev=1.03 max_force_ev_per_a=3.2 de_lowest_kcal_mol=26.92 total_energy_ev=-16782.204 e_homo_ev=-10.0
C 0.9767 -0.4147 1.0222 -0.65
C 0.3170 -0.0781 -0.2757 -0.01
C -1.1276 -0.4588 -0.7273 -0.42
C -0.7021 0.9397 -0.3821 -0.44
H 2.0375 -0.6443 0.5613 0.25
H 0.6316 -1.3063 1.6435 0.23
H 1.0471 0.3959 1.7472 0.22
H -1.5125 -0.6979 -1.7265 0.24
H -1.7360 -0.8194 0.1781 0.22
H -1.0590 1.3603 0.5632 0.21
H -0.5279 1.7558 -1.1000 0.23
Cl 1.6553 -0.0324 -1.5039 -0.07



20
Properties=species:S:1:pos:R:3:nbo_charge:R:1 method="wB97M-V/def2-TZVPD" homo_lumo_gap_ev=5.124 e_lumo_ev=-9.84 max_force_ev_per_a=2.9 de_lowest_kcal_mol=184.82 total_charge=+1 total_energy_ev=-7898.940 e_homo_ev=-15.0
C 2.6287 0.3317 -0.8866 -0.54
C 3.0080 0.1264 0.5832 -0.63
N -1.5361 0.2130 1.3031 -0.36
C -1.8265 0.7719 -0.0618 -0.25
C -2.6754 -0.2418 -0.8652 -0.59
H 3.4243 -0.0742 -1.5212 0.24
H 2.3963 1.3361 -1.2570 0.23
H 1.6766 -0.2784 -1.0900 0.24
H 2.7582 0.9690 1.2079 0.22
H 2.4960 -0.7068 1.0414 0.20
H 4.0863 0.0678 0.7179 0.24
H -0.7137 -0.4085 1.2506 0.42
H -0.8381 0.9978 -0.4586 0.24
H -2.3042 1.7531 0.0245 0.27
H -3.5312 -0.6578 -0.3334 0.24
H -3.0223 0.3347 -1.7289 0.25
H -1.9749 -0.9944 -1.2280 0.25
H -2.3581 -0.1404 1.8293 0.41
H 0.6157 -1.8044 0.2161 0.48
O 0.1546 -0.9929 -0.0795 -0.58



83
Properties=species:S:1:pos:R:3:lowdin_charge:R:1 method="wB97M-V/def2-TZVPD" homo_lumo_gap_ev=6.836 smiles="CP(C)c1cccc2c1C(=O)c1cc(CC(=O)Br)ccc1C2=O.COCCOCCOC.COCCOCCOC" e_lumo_ev=-1.15 max_force_ev_per_a=3.7 total_energy_ev=-129543.894 e_homo_ev=-8.0
C 2.0388 -5.7365 -1.9363 -0.29
P 2.0797 -3.8365 -1.8205 0.90
C 3.9015 -3.4141 -1.9955 -0.32
C 1.4906 -3.5275 -0.0457 -0.29
C 2.4846 -3.3674 1.0162 -0.05
C 1.9677 -3.1631 2.3887 -0.05
C 0.5382 -3.1244 2.6359 -0.01
C -0.4631 -3.2854 1.5770 -0.05
C 0.0357 -3.4827 0.1879 -0.07
C -1.0449 -3.6244 -0.9026 -0.33
O -0.9231 -3.2880 -2.0617 0.05
C -2.4301 -4.1986 -0.4982 -0.07
C -3.2509 -4.8944 -1.4625 0.04
C -4.5886 -5.4244 -1.1517 -0.16
C -5.3530 -6.1192 -2.3140 -0.12
C -6.7470 -6.7014 -1.9161 -0.78
O -7.6379 -5.9711 -1.6274 0.03
Br -7.1370 -8.6535 -1.9047 0.64
C -5.0872 -5.2183 0.2052 0.01
C -4.2376 -4.5318 1.1929 0.02
C -2.9129 -4.0139 0.8728 -0.06
C -1.9987 -3.2779 1.8804 -0.28
O -2.4430 -2.7525 2.8764 0.10
H 0.9944 -6.1232 -2.0731 0.03
H 2.3570 -6.1018 -0.9124 0.04
H 2.7690 -6.1363 -2.6796 0.03
H 4.3248 -4.1384 -2.7504 0.04
H 3.9887 -2.3835 -2.4172 0.03
H 4.4870 -3.5527 -1.0516 0.02
H 3.5784 -3.4050 0.8337 0.09
H 2.7142 -3.0710 3.2097 0.10
H 0.1784 -2.9896 3.6814 0.11
H -2.8544 -5.0322 -2.4928 0.13
H -4.7231 -6.9378 -2.7651 0.12
H -5.4964 -5.3602 -3.1368 0.14
H -6.1091 -5.5844 0.4441 0.11
H -4.6246 -4.3689 2.2218 0.12
C -0.8754 4.4366 -2.1387 -0.11
O -1.0924 3.0639 -2.3925 -0.20
C 0.0289 2.4161 -2.9744 -0.19
C 0.2719 1.0500 -2.3538 -0.17
O 0.7523 1.0785 -1.0111 -0.13
C -0.1544 1.5078 0.0034 -0.17
C -1.3325 0.5791 0.2490 -0.18
O -2.2716 0.6570 -0.8153 -0.19
C -2.8631 -0.5854 -1.1369 -0.09
H -0.9279 5.0098 -3.0714 0.09
H -1.6579 4.7830 -1.4610 0.09
H 0.0904 4.6049 -1.6503 0.07
H 0.9347 3.0254 -2.8802 0.12
H -0.1865 2.2901 -4.0432 0.13
H 1.0631 0.5625 -2.9317 0.13
H -0.6026 0.4061 -2.4416 0.12
H -0.4834 2.5313 -0.1763 0.12
H 0.4378 1.5344 0.9233 0.11
H -1.8504 0.8779 1.1666 0.13
H -0.9631 -0.4477 0.3708 0.12
H -2.1164 -1.3807 -1.1803 0.06
H -3.3172 -0.4977 -2.1245 0.10
H -3.6414 -0.8346 -0.4074 0.09
C 4.0418 8.2124 1.6981 -0.12
O 3.2704 7.2752 2.4200 -0.20
C 1.8702 7.4770 2.2897 -0.19
C 1.1281 6.1636 2.1017 -0.18
O 1.3383 5.5291 0.8426 -0.13
C 2.6292 4.9728 0.5982 -0.17
C 2.9961 3.7832 1.4710 -0.18
O 3.2756 4.1973 2.8024 -0.20
C 2.8255 3.2889 3.7864 -0.11
H 4.0528 9.1777 2.2162 0.09
H 5.0623 7.8300 1.6324 0.09
H 3.6646 8.3421 0.6778 0.09
H 1.6404 8.1484 1.4553 0.12
H 1.5231 7.9535 3.2152 0.13
H 0.0567 6.3838 2.1365 0.13
H 1.3184 5.4726 2.9225 0.11
H 3.3973 5.7451 0.6325 0.11
H 2.5969 4.6203 -0.4372 0.12
H 3.8999 3.3060 1.0784 0.13
H 2.1767 3.0546 1.4522 0.11
H 1.8108 2.9376 3.5731 0.08
H 2.8048 3.8137 4.7421 0.09
H 3.5111 2.4391 3.8620 0.09



13
Properties=species:S:1:pos:R:3:nbo_charge:R:1 method="wB97M-V/def2-TZVPD" homo_lumo_gap_ev=11.407 smiles=c1nnn[nH]1.CO e_lumo_ev=0.64 max_force_ev_per_a=4.4 de_lowest_kcal_mol=77.29 total_energy_ev=-10176.710 e_homo_ev=-10.8
C -0.5037 1.4087 -2.4351 0.14
C 0.7639 -2.0646 1.9969 -0.23
N -1.1865 2.4947 -2.3513 -0.29
N -1.2875 2.7453 -1.0262 -0.08
N -0.2090 0.9918 -1.1408 -0.37
N -0.6627 1.9015 -0.3292 -0.06
O 0.1865 -1.1378 1.1505 -0.76
H -0.2745 -0.3084 1.5243 0.50
H -0.2353 0.7893 -3.2472 0.21
H 1.2395 -2.8251 1.4729 0.18
H 0.0590 -2.6468 2.6115 0.16
H 1.5635 -1.5948 2.7172 0.15
H 0.5468 0.2462 -0.9436 0.45